[1]
A molecular structure, C2H5N2, computed with ωB97M-V/def2-TZVPD.

XYZ file:
```
9
Properties=species:S:1:pos:R:3:forces:R:3:lowdin_charge:R:1
C 0.24711 -0.17287 -0.10291 -1.1 2.1 0.7 -0.502
C -0.97077 0.66468 -0.11277 -1.1 -1.5 0.9 0.199
N -0.54826 -1.15820 -0.21453 -2.3 0.8 0.0 0.258
N 1.50623 0.06304 -0.03470 -0.1 0.3 0.1 0.280
H -1.53146 0.86480 0.91212 1.5 -0.5 -2.2 0.157
H -1.47344 1.10270 -1.03372 1.0 -1.0 1.1 0.130
H -1.12772 -1.69917 0.44508 0.8 0.3 -0.4 0.163
H 1.76457 1.03782 0.04391 0.5 -0.2 -0.1 0.162
H 2.13374 -0.70281 0.09752 0.8 -0.2 0.0 0.153
```
Positions in Å, forces in eV/Å.

- Energy: -5125.6075 eV
- LUMO: -4.833 eV
- ΔE to the lowest compared entry with this formula, charge and spin: 1.439 eV
- HOMO-LUMO gap: 11.7 eV
- Highest occupied orbital energy: -16.5 eV
- Charge: +1

[2]
A gas-phase ion, C2H5N2O (charge +1), computed with ωB97M-V/def2-TZVPD.

XYZ file:
```
10
Properties=species:S:1:pos:R:3:forces:R:3:lowdin_charge:R:1
O 2.72245 0.05412 0.08397 -2.0 -0.1 0.4 0.124
N 1.61104 0.14990 -0.35421 1.9 0.1 -1.4 0.001
C 0.42960 -0.07205 0.44131 -0.6 0.4 2.6 -0.184
C -0.67976 -0.75273 -0.24575 0.4 -1.1 -1.0 0.006
N -0.67847 0.73796 -0.25571 0.0 -1.2 1.9 0.168
H 0.33721 -0.01357 1.60349 0.7 0.1 -2.2 0.210
H -0.51679 -1.44949 -1.13206 -0.2 1.8 0.8 0.181
H -1.46607 -1.06127 0.40266 -0.3 -0.6 0.3 0.126
H -0.52349 1.30523 -1.07261 0.4 0.2 -0.4 0.180
H -1.23571 1.10189 0.52892 -0.2 0.4 -1.1 0.186
```
Positions in Å, forces in eV/Å.

- Energy: -7171.2581 eV
- LUMO: -5.486 eV
- ΔE to the lowest compared entry with this formula, charge and spin: 4.774 eV
- HOMO-LUMO gap: 9.1 eV
- Highest occupied orbital energy: -14.6 eV
- Charge: +1

[3]
A gas-phase ion, C2H5N2O2 (charge +1), computed with ωB97M-V/def2-TZVPD.

XYZ file:
```
11
Properties=species:S:1:pos:R:3:forces:R:3:lowdin_charge:R:1
C 0.05271 -0.32431 -1.00638 -1.2 1.7 -0.8 -0.100
C -1.30143 0.57686 1.35589 0.1 -0.7 2.5 0.210
N -0.02086 -0.96705 0.17690 2.3 -2.8 1.4 0.049
N 1.28620 0.04708 -1.32877 -0.6 0.3 1.4 -0.034
O -0.54683 -0.43050 1.33869 -1.7 1.9 0.2 0.088
O 2.17436 -0.13567 -0.48069 1.5 -0.2 0.2 -0.021
H -0.94797 -0.10683 -1.39098 1.0 0.2 -1.2 0.156
H -1.80589 0.76791 2.31766 0.5 -0.4 -0.3 0.150
H -1.48244 1.30827 0.62192 0.2 0.3 -1.7 0.116
H 0.92251 -1.27138 0.53127 -1.0 0.1 -0.7 0.187
H 1.66965 0.53561 -2.13552 -1.0 -0.2 -0.9 0.199
```
Positions in Å, forces in eV/Å.

- Energy: -9216.2918 eV
- LUMO (alpha / beta): -6.478 / -6.486 eV
- ΔE to the lowest compared entry with this formula, charge and spin: 5.846 eV
- HOMO-LUMO gap (alpha / beta): 7.4 / 7.4 eV
- Highest occupied orbital energy (alpha / beta): -13.9 / -13.9 eV
- Charge: +1

[4]
C2H5N2O2P in the gas phase, computed with ωB97M-V/def2-TZVPD.

XYZ file:
```
12
Properties=species:S:1:pos:R:3:forces:R:3:lowdin_charge:R:1
N 2.72830 -0.83337 1.02410 0.4 -0.3 0.6 0.169
C 2.10811 -0.59575 0.09462 1.3 -1.5 1.2 -0.306
C 1.39793 -0.10227 -0.98770 -2.3 5.7 1.1 -0.142
N 0.00823 0.48272 -0.29671 4.6 0.3 -0.1 -0.241
P -1.45269 -0.25498 -0.31015 -2.1 0.4 1.1 0.727
O -1.62292 -1.02149 1.20686 1.0 1.4 -1.1 -0.304
O -2.38369 1.11920 -0.02318 0.5 0.2 0.9 -0.344
H 2.03693 0.88012 -1.23195 -1.7 -2.0 -0.1 0.167
H 1.20472 -0.66224 -1.84190 -0.3 -1.1 -1.2 0.079
H 0.36813 0.99167 0.55279 -0.9 -0.6 -1.1 0.104
H -2.19469 -1.76635 1.07943 -0.5 -0.7 0.0 0.004
H -2.19837 1.76275 0.73379 0.0 -1.6 -1.4 0.087
```
Positions in Å, forces in eV/Å.

- Energy: -18518.7323 eV
- LUMO: 0.672 eV
- ΔE to the lowest compared entry with this formula, charge and spin: 0.522 eV
- HOMO-LUMO gap: 10.5 eV
- Highest occupied orbital energy: -9.8 eV
- Charge: 0

What did the first record say?
A molecular structure, C2H5N2, computed with ωB97M-V/def2-TZVPD.

XYZ file:
```
9
Properties=species:S:1:pos:R:3:forces:R:3:lowdin_charge:R:1
C 0.24711 -0.17287 -0.10291 -1.1 2.1 0.7 -0.502
C -0.97077 0.66468 -0.11277 -1.1 -1.5 0.9 0.199
N -0.54826 -1.15820 -0.21453 -2.3 0.8 0.0 0.258
N 1.50623 0.06304 -0.03470 -0.1 0.3 0.1 0.280
H -1.53146 0.86480 0.91212 1.5 -0.5 -2.2 0.157
H -1.47344 1.10270 -1.03372 1.0 -1.0 1.1 0.130
H -1.12772 -1.69917 0.44508 0.8 0.3 -0.4 0.163
H 1.76457 1.03782 0.04391 0.5 -0.2 -0.1 0.162
H 2.13374 -0.70281 0.09752 0.8 -0.2 0.0 0.153
```
Positions in Å, forces in eV/Å.

- Energy: -5125.6075 eV
- LUMO: -4.833 eV
- ΔE to the lowest compared entry with this formula, charge and spin: 1.439 eV
- HOMO-LUMO gap: 11.7 eV
- Highest occupied orbital energy: -16.5 eV
- Charge: +1